No. 1
C10H30ClO9S5 as an isolated structure. Source: the Open Molecules 2025 dataset; level of theory: wB97M-V/def2-TZVPD.

Properties
Electronic energy: -95963.63702 eV
Total charge: -1
Relative energy (zero: lowest compared OMol25 entry of this formula, charge and spin): 932.07 kJ/mol
Lowest unoccupied orbital energy: 2.30 eV

Each line ends with the natural charge from an NBO analysis.
Cartesian coordinates (Å):
Cl 26.270 34.389 -7.336  2.6117
O 27.136 33.461 -6.655  -0.8709
O 25.078 33.722 -7.692  -0.8546
O 25.881 35.437 -6.454  -0.8874
O 26.954 34.956 -8.462  -0.8909
C 28.405 38.912 -3.696  -0.7825
S 26.682 38.688 -4.358  1.2027
O 26.499 39.831 -5.300  -1.0231
C 27.112 37.296 -5.542  -0.8001
H 28.375 39.866 -3.170  0.1975
H 29.187 38.877 -4.454  0.2645
H 28.510 38.080 -3.000  0.2256
H 27.856 37.494 -6.314  0.2430
H 26.201 36.979 -6.051  0.2732
H 27.462 36.440 -4.965  0.1654
C 30.767 34.741 -5.011  -0.8006
S 29.130 35.559 -4.788  1.2192
O 29.569 36.956 -4.399  -1.0241
C 28.663 35.685 -6.567  -0.8357
H 30.544 33.685 -5.166  0.2031
H 31.418 34.835 -4.143  0.2371
H 31.362 35.065 -5.865  0.2147
H 29.357 36.300 -7.140  0.2492
H 27.681 36.159 -6.572  0.2555
H 28.627 34.724 -7.080  0.2214
C 31.697 34.039 -7.880  -0.8466
S 30.002 34.247 -8.386  1.2444
O 29.947 34.161 -9.899  -0.9929
C 29.211 32.611 -8.005  -0.7782
H 32.261 34.943 -8.109  0.2434
H 32.217 33.235 -8.400  0.2336
H 31.770 34.018 -6.792  0.2358
H 29.252 32.320 -6.955  0.2192
H 29.554 31.786 -8.628  0.2242
H 28.152 32.725 -8.237  0.2717
C 27.946 38.630 -9.112  -0.7955
S 29.646 37.875 -9.114  1.1562
O 30.094 38.004 -7.658  -0.9892
C 29.149 36.164 -9.537  -0.7558
H 27.450 38.553 -10.080  0.2159
H 28.096 39.688 -8.896  0.2325
H 27.354 38.173 -8.320  0.2338
H 28.228 35.876 -9.031  0.2653
H 29.913 35.484 -9.160  0.1451
H 29.090 36.084 -10.622  0.2342
C 24.517 35.831 -9.448  -0.7992
S 23.669 34.359 -10.240  1.2240
O 22.268 34.911 -10.460  -1.0005
C 24.394 34.467 -11.954  -0.8170
H 23.982 36.743 -9.714  0.2254
H 25.535 36.004 -9.799  0.2342
H 24.448 35.685 -8.370  0.2498
H 24.158 33.547 -12.489  0.2183
H 25.480 34.564 -11.953  0.2232
H 23.898 35.235 -12.547  0.2308

No. 2
C21H31N3O6S in the gas phase. Source: the Open Molecules 2025 dataset; level of theory: wB97M-V/def2-TZVPD.

Properties
Electronic energy: -49871.58912 eV
SMILES: CCOC(=O)N1CCN(C(=O)C2CCN(S(=O)(=O)c3ccc(OCC)cc3)CC2)CC1
Relative energy (zero: lowest compared OMol25 entry of this formula, charge and spin): 48.53 kJ/mol
Lowest unoccupied orbital energy: 0.57 eV

Each line ends with the natural charge from an NBO analysis.
Cartesian coordinates (Å):
C 7.559 2.502 2.300  -0.6359
C 6.203 2.487 2.991  -0.0674
O 5.156 2.129 2.090  -0.5279
C 5.006 0.806 1.861  0.8956
O 5.642 -0.058 2.417  -0.6636
N 4.069 0.556 0.913  -0.4533
C 3.670 -0.807 0.649  -0.2289
C 2.235 -1.035 1.148  -0.2220
N 1.355 -0.064 0.538  -0.4459
C 0.376 -0.273 -0.377  0.7066
O -0.236 0.661 -0.864  -0.6421
C 0.017 -1.716 -0.719  -0.3197
C -0.679 -1.756 -2.082  -0.4077
C -1.203 -3.161 -2.378  -0.2321
N -2.039 -3.678 -1.324  -0.6762
S -3.686 -3.469 -1.450  2.3362
O -4.027 -3.749 -2.814  -0.9422
O -4.273 -4.258 -0.406  -0.9441
C -4.028 -1.744 -1.117  -0.3852
C -4.289 -1.336 0.180  -0.1716
C -4.453 0.005 0.450  -0.2579
C -4.349 0.953 -0.575  0.3297
O -4.500 2.240 -0.199  -0.4895
C -4.331 3.268 -1.160  -0.0661
C -4.485 4.598 -0.441  -0.6173
C -4.119 0.524 -1.882  -0.2620
C -3.961 -0.826 -2.145  -0.1741
C -1.453 -3.634 -0.010  -0.2307
C -0.943 -2.238 0.360  -0.4077
C 1.750 1.298 0.848  -0.2380
C 3.178 1.548 0.352  -0.2246
H 7.810 1.500 1.963  0.2250
H 8.319 2.841 2.998  0.2162
H 7.538 3.170 1.443  0.2083
H 6.213 1.777 3.825  0.2004
H 5.932 3.482 3.352  0.1866
H 4.368 -1.468 1.164  0.2510
H 3.718 -0.988 -0.430  0.1915
H 1.923 -2.053 0.934  0.2168
H 2.212 -0.887 2.234  0.2015
H 0.909 -2.348 -0.764  0.2038
H -1.497 -1.036 -2.074  0.2330
H 0.023 -1.457 -2.863  0.2164
H -0.360 -3.852 -2.509  0.1927
H -1.806 -3.175 -3.287  0.2402
H -4.367 -2.082 0.955  0.2409
H -4.655 0.355 1.450  0.2298
H -3.334 3.192 -1.614  0.1812
H -5.090 3.174 -1.948  0.1726
H -4.366 5.416 -1.146  0.2147
H -3.733 4.687 0.339  0.2153
H -5.468 4.661 0.017  0.2148
H -4.055 1.229 -2.695  0.2202
H -3.796 -1.180 -3.151  0.2389
H -0.621 -4.349 0.014  0.1942
H -2.221 -3.971 0.686  0.2408
H -1.784 -1.547 0.439  0.2235
H -0.446 -2.280 1.331  0.2114
H 1.048 1.970 0.354  0.2543
H 1.702 1.446 1.932  0.1926
H 3.517 2.541 0.640  0.2409
H 3.202 1.458 -0.740  0.1961